This record from OMol25 describes a single C4H10N2O molecule. The level of theory is the ωB97M-V functional and the def2-TZVPD basis.

Bonds (Å) are listed after each position.
CARTESIAN COORDINATES (ANGSTROEM)
1 C 2.23 -1.14 0.39  C2 1.530, H8 1.089, H9 1.097, H10 1.087
2 C 0.90 -0.42 0.60  C1 1.530, C3 1.553, H11 1.097, H12 1.088
3 C 0.56 0.53 -0.58  C2 1.553, O4 1.198, N5 1.429
4 O 1.17 0.52 -1.61  C3 1.198
5 N -0.56 1.37 -0.27  C3 1.429, C6 1.489, H13 1.009
6 C -1.87 0.80 0.15  N5 1.489, N7 1.427, H14 1.102, H15 1.085
7 N -2.29 -0.27 -0.70  C6 1.427, H16 1.005, H17 1.004
8 H 2.45 -1.32 -0.66  C1 1.089
9 H 2.21 -2.13 0.88  C1 1.097
10 H 3.06 -0.58 0.81  C1 1.087
11 H 1.13 0.26 1.42  C2 1.097
12 H -0.06 -0.92 0.68  C2 1.088
13 H -0.28 2.32 -0.09  N5 1.009
14 H -2.51 1.66 -0.13  C6 1.102
15 H -1.96 0.58 1.21  C6 1.085
16 H -1.94 -1.17 -0.41  N7 1.005
17 H -2.24 -0.08 -1.68  N7 1.004

Properties
HOMO-LUMO gap = 9.937 eV
E_HOMO = -9.0091 eV
DFT total energy = -343.1317 a.u.
energy relative to the best compared isomer or geometry (same formula, charge and spin) = 43.8 kcal per mole
2S+1 = 1

These are the Löwdin partial charges, in e, on atoms 1 to 4: number 1, C, carries -0.0996; number 2, C, carries -0.1606; number 3, C, carries -0.4771; number 4, O, carries 0.1031